Entry 1:
{"formula": "C20H26Cl22F3N5O3P", "method": "ωB97M-V/def2-TZVPD", "elements": ["C", "C", "H", "H", "C", "O", "Cl", "C", "H", "N", "Cl", "H", "Cl", "H", "N", "F", "C", "H", "C", "C", "F", "Cl", "Cl", "H", "C", "C", "C", "C", "Cl", "H", "H", "H", "O", "P", "Cl", "Cl", "Cl", "O", "C", "H", "N", "C", "Cl", "F", "Cl", "H", "C", "H", "Cl", "C", "H", "C", "H", "Cl", "H", "H", "H", "C", "H", "H", "H", "Cl", "Cl", "H", "Cl", "Cl", "Cl", "H", "Cl", "Cl", "C", "C", "Cl", "H", "H", "N", "Cl", "C", "H", "N"], "positions_angstrom": [[2.674, -3.268, -1.375], [-2.151, -1.624, 5.917], [-2.693, -1.523, -1.614], [2.615, -0.358, -3.220], [-3.245, 0.942, 2.928], [3.539, -4.397, -1.553], [4.905, 0.007, -7.368], [0.695, 0.701, 2.013], [-0.932, 1.791, 1.176], [1.584, -0.332, -1.403], [-5.321, -2.059, 3.523], [1.419, -1.614, -3.151], [0.582, 1.477, -3.669], [-3.149, 1.199, 0.344], [-1.716, -0.192, -0.283], [-2.071, 3.020, 2.714], [6.772, 4.401, -0.760], [5.094, -4.722, 1.382], [0.267, -0.433, -1.167], [3.254, -2.074, -2.130], [-3.841, 0.595, 4.104], [-11.030, -2.395, 7.897], [1.924, 3.753, -4.961], [-3.723, -0.420, 0.148], [-1.783, -1.045, -1.296], [-3.174, 2.292, 2.675], [0.007, 5.710, -1.492], [-2.733, -0.158, 2.027], [-8.204, -1.748, 3.607], [-3.327, -1.042, 2.266], [2.574, -3.015, -0.317], [1.220, 1.459, 2.593], [3.437, -5.941, 0.042], [2.721, 0.615, -0.486], [4.215, 1.102, -1.785], [-2.452, -3.336, 6.200], [-0.587, 6.613, -2.880], [3.337, -0.545, 0.468], [-11.290, -2.253, 6.159], [-6.587, -0.123, 3.168], [-0.594, -1.188, -1.844], [5.005, -4.229, 0.420], [6.551, 4.274, -2.505], [-4.202, 3.040, 2.317], [6.804, 1.818, -8.608], [0.237, -1.104, 1.784], [-2.887, 0.159, 0.535], [5.957, -4.233, -0.108], [0.401, 4.046, -1.965], [-0.072, 1.232, 0.818], [-1.708, -0.396, 2.318], [1.263, 2.144, -5.183], [4.491, 1.707, -8.925], [-1.688, -0.805, 7.403], [1.695, -3.542, -1.772], [0.459, 2.205, -5.905], [6.987, 5.433, -0.518], [5.275, 0.970, -8.807], [0.566, 1.974, 0.337], [-10.362, -2.499, 5.662], [4.002, -0.163, 1.059], [-0.906, -1.406, 4.673], [-11.726, -0.598, 5.723], [3.690, -2.492, -3.041], [1.411, 6.496, -0.776], [8.127, 3.412, -0.225], [5.289, 3.937, 0.085], [4.756, -3.180, 0.599], [5.297, -0.046, -10.244], [2.501, 1.055, -5.804], [2.170, -1.099, -2.561], [-6.709, -1.164, 2.898], [-6.764, -1.272, 1.132], [4.069, -1.617, -1.579], [-0.778, 5.676, -0.748], [-0.429, 0.244, -0.182], [-12.520, -3.390, 5.614], [3.934, -4.939, -0.352], [-3.068, -1.176, 5.555], [0.786, -0.496, 2.402]], "lowdin_charge": [-0.180, -1.550, 0.158, 0.019, -0.200, -0.022, 0.478, -0.239, 0.109, -0.189, 0.580, 0.119, 0.544, 0.136, -0.014, 0.156, -1.549, 0.093, -0.364, -0.173, 0.030, 0.531, 0.553, 0.120, -0.040, -0.280, -1.539, -0.120, 0.573, 0.070, 0.117, 0.125, 0.158, 0.591, 0.351, 0.545, 0.552, -0.304, -1.573, 0.013, 0.181, 0.026, 0.523, 0.165, 0.537, 0.054, -0.064, 0.098, 0.464, -0.129, 0.043, -1.472, 0.011, 0.557, 0.131, 0.022, 0.014, -1.548, 0.068, -0.025, 0.078, 0.571, 0.515, 0.137, 0.542, 0.537, 0.480, 0.071, 0.542, 0.526, -0.245, -1.533, 0.534, 0.070, 0.009, 0.058, 0.532, -0.532, -0.028, 0.093], "max_force_ha_per_bohr": 0.03753, "orbital_gap_ha": 0.2824, "mol_weight_g_mol": 1252.39, "charge": 1, "e_homo_ev": -11.49}

---

Entry 2:
{"formula": "C26H31Cl3F2GeN7O6STa", "method": "ωB97M-V/def2-TZVPD", "elements": ["H", "H", "C", "C", "H", "O", "Ta", "O", "C", "H", "H", "O", "C", "C", "Cl", "F", "H", "N", "N", "C", "C", "H", "S", "C", "H", "C", "H", "H", "N", "Cl", "H", "H", "H", "C", "C", "C", "C", "H", "C", "H", "F", "H", "H", "C", "H", "C", "C", "C", "H", "C", "H", "H", "C", "C", "H", "N", "N", "H", "C", "H", "H", "H", "Ge", "H", "C", "H", "H", "O", "N", "O", "C", "C", "O", "H", "Cl", "C", "N", "H"], "positions_angstrom": [[2.077, -3.069, 7.464], [1.459, -2.540, 9.040], [-1.355, -0.979, 5.721], [2.876, -4.085, -2.414], [-1.117, -1.696, -2.439], [-2.061, -4.257, 2.975], [-0.141, 0.530, -0.203], [0.735, 0.911, 6.740], [0.566, 3.193, 1.386], [3.870, -4.331, -2.037], [-1.511, -2.284, 1.270], [0.582, 4.179, 2.011], [4.033, 1.474, -1.449], [2.254, -0.931, 7.835], [-2.561, 4.059, -2.546], [2.786, -1.528, 4.170], [0.796, -1.226, 2.656], [1.933, 0.372, -1.665], [1.924, -4.029, -1.305], [-0.009, -1.521, 6.233], [1.238, -2.935, -1.071], [2.854, -0.765, 6.939], [0.622, -0.351, 7.438], [4.077, -0.535, 2.482], [-2.151, -2.749, -1.462], [-1.996, -1.723, -1.811], [2.748, -5.470, -0.019], [1.410, -6.050, -1.029], [-1.420, -1.007, 4.257], [-0.736, 1.174, -2.547], [2.572, -4.843, -3.136], [-0.121, -2.495, 6.701], [-0.432, 1.973, 3.102], [-1.610, -2.103, 3.437], [1.781, -5.205, -0.448], [2.019, 0.515, -2.993], [1.685, -0.200, 0.973], [3.196, -2.639, 8.756], [3.093, 1.110, -3.616], [-4.572, -1.211, -1.158], [5.286, 0.361, 0.725], [-2.170, -1.566, 6.123], [0.738, -1.557, 5.438], [2.979, 0.746, -0.900], [4.887, 2.238, -3.256], [4.080, 0.031, 1.225], [-1.171, 0.035, 3.438], [2.241, -2.387, 8.297], [4.994, -0.655, 3.042], [-0.886, 1.413, 3.910], [1.191, 0.136, -3.573], [-1.812, 1.918, 4.199], [4.080, 1.668, -2.815], [2.857, -0.953, 2.950], [2.919, -3.118, -2.909], [-1.856, -3.448, 3.859], [0.575, 2.171, 0.747], [-0.222, 1.413, 4.774], [-1.871, -0.790, -0.653], [4.795, 1.896, -0.814], [3.137, 1.164, -4.694], [-3.967, -2.485, -0.066], [-3.007, 2.009, -2.039], [1.084, -4.993, 0.358], [2.928, 0.233, 0.472], [2.577, -0.255, 8.628], [-1.487, 0.055, 6.029], [-0.219, -0.420, 8.605], [0.641, -1.968, -0.855], [-1.831, -3.699, 5.049], [-1.475, -1.677, 2.157], [1.690, -0.817, 2.222], [-2.955, -0.656, 0.054], [-4.857, -1.090, 0.590], [-2.169, 2.110, 0.171], [-4.161, -1.420, -0.173], [-1.201, -0.345, 2.163], [-2.870, -1.443, -2.407]], "lowdin_charge": [0.073, 0.083, -0.109, -0.017, 0.042, 0.095, 1.370, -0.322, -0.479, 0.096, 0.116, 0.156, 0.016, -0.284, 0.010, 0.059, 0.073, -0.027, -0.186, -0.193, -0.207, 0.097, 0.644, 0.077, 0.104, -0.124, 0.096, 0.096, 0.066, 0.155, 0.096, 0.101, 0.047, -0.127, -0.017, -0.209, -0.207, 0.083, -0.040, 0.097, 0.077, 0.131, 0.097, -0.219, 0.121, -0.207, -0.294, -0.108, 0.139, 0.047, 0.059, 0.114, -0.023, -0.255, 0.091, -0.327, -0.123, 0.072, -0.509, 0.121, 0.115, 0.105, 0.229, 0.093, -0.155, 0.113, 0.118, -0.290, 0.156, 0.103, -0.068, -0.044, -0.252, 0.108, 0.136, -0.010, 0.051, 0.091], "max_force_ha_per_bohr": 0.05301, "orbital_gap_ha": [0.2463, 0.2794], "e_above_lowest_kcal_mol": 0.0, "mol_weight_g_mol": 967.56, "multiplicity": 2, "charge": 1, "e_homo_ev": [-10.02, -11.22]}

---

Entry 3:
{"formula": "C11H8ClN3", "method": "ωB97M-V/def2-TZVPD", "elements": ["C", "H", "C", "H", "C", "C", "N", "C", "C", "C", "H", "H", "N", "C", "H", "Cl", "H", "C", "H", "C", "N", "H", "C"], "positions_angstrom": [[0.723, -0.835, -0.286], [1.712, -1.729, 1.468], [2.580, 1.191, 1.462], [-0.287, -2.172, 2.589], [-1.593, -1.646, 0.896], [3.230, 0.206, 2.098], [2.415, 0.449, -1.697], [1.936, -0.614, -1.133], [1.206, 2.155, -0.407], [-0.388, -1.847, 1.539], [0.928, 3.282, -0.287], [0.346, 1.490, -0.310], [3.845, -0.577, 2.673], [-1.629, -1.039, -0.330], [-2.627, -0.997, -0.695], [2.818, -2.016, -1.438], [-2.475, -2.145, 1.225], [-0.505, -0.505, -0.869], [2.730, 2.504, -2.146], [2.061, 1.703, -1.516], [1.935, 1.978, 0.859], [-0.264, -0.142, -1.859], [0.802, -1.473, 0.910]], "lowdin_charge": [-0.299, 0.103, -0.066, 0.120, -0.084, -0.261, 0.010, -0.724, -0.185, -0.050, 0.150, 0.090, 0.168, -0.077, 0.104, 0.773, 0.102, -0.048, 0.152, -0.154, 0.119, 0.129, -0.074], "max_force_ha_per_bohr": 0.06535, "orbital_gap_ha": [0.2264, 0.2847], "e_above_lowest_kcal_mol": 18.7, "mol_weight_g_mol": 217.66, "charge": 0, "e_homo_ev": [-7.27, -7.97]}